Record 1
ORCA calculation (wB97M-V/def2-TZVPD) on a 14-piece molecular cluster, C18H64N8O21 overall in a non-equilibrium geometry.

The geometry in ORCA input format:
```
! wB97M-V def2-TZVPD RIJCOSX def2/J DEFGRID3
* xyz 0 1
C -2.42039 3.19623 1.95936
C -1.86701 4.22758 2.88260
O -1.17407 3.59816 3.94284
O -3.25021 2.26961 2.72499
H -1.57274 2.63189 1.54922
H -3.00589 3.62333 1.14307
H -2.69261 4.82876 3.27831
H -1.14870 4.81789 2.31942
H -1.72782 2.85351 4.21217
H -3.48439 1.60996 2.06023
C 3.07753 3.46034 -1.74020
C 2.23414 3.50038 -2.99386
O 1.56461 4.74694 -3.11650
O 2.24984 3.43841 -0.59383
H 3.69584 4.36471 -1.70529
H 3.74569 2.59651 -1.84691
H 1.49344 2.70150 -3.00464
H 2.89369 3.30425 -3.84853
H 2.15588 5.44503 -3.40579
H 2.87495 3.31786 0.15021
C 5.14979 3.20970 1.74227
C 4.68685 4.64260 1.79653
O 5.33705 5.45238 0.83391
O 4.34999 2.44356 0.83842
H 4.99180 2.84311 2.75803
H 6.22489 3.17934 1.53101
H 4.86927 5.02734 2.80716
H 3.59489 4.68414 1.68342
H 4.79400 6.21957 0.63925
H 4.36618 1.49944 1.04632
C -5.22042 -1.56920 2.01540
C -6.69340 -1.31084 1.73365
O -7.49664 -2.20851 2.47959
O -4.39642 -0.57528 1.40330
H -4.94200 -2.58063 1.71592
H -5.09222 -1.39943 3.08219
H -6.88316 -1.37460 0.65424
H -6.89622 -0.28217 2.02704
H -7.58191 -3.01215 1.95981
H -4.45279 -0.65210 0.44346
C 5.49228 -0.69059 -0.03300
C 4.33026 -1.56820 0.31607
O 3.19028 -0.79992 0.74650
O 5.22999 -0.02062 -1.27825
H 6.41813 -1.26991 -0.14548
H 5.68764 0.06697 0.73213
H 4.63831 -2.15128 1.18443
H 4.05685 -2.17646 -0.54525
H 2.62563 -0.70705 -0.03430
H 5.80186 0.74725 -1.34856
C -0.12540 0.88263 -0.91989
C -0.82599 -0.36228 -0.49563
O -0.23279 -0.88148 0.68841
O 1.31023 0.74492 -0.93837
H -0.35286 1.73349 -0.27159
H -0.48019 1.19342 -1.91112
H -0.83332 -1.11215 -1.30476
H -1.90435 -0.20264 -0.35407
H -0.78012 -1.67019 0.87655
H 1.63217 1.57408 -0.52075
C 0.05124 -7.12294 2.11144
C 0.85025 -5.87148 1.83526
O 0.49419 -4.75795 2.61728
O 0.66206 -7.98865 3.08383
H -0.05940 -7.66973 1.16593
H -0.91148 -6.89441 2.55670
H 0.62083 -5.54523 0.80013
H 1.93135 -6.02039 1.74059
H 0.07330 -4.09475 2.05869
H 1.55477 -8.20197 2.79796
C -2.25431 -3.96802 0.59147
O -1.46581 -3.27508 1.23068
N -2.76071 -5.13454 1.10369
N -2.71976 -3.60292 -0.65608
H -3.18307 -5.84175 0.53384
H -2.61979 -5.32565 2.07928
H -3.47950 -4.13696 -1.03341
H -2.36479 -2.78548 -1.12513
C -1.85659 2.48960 -3.60775
O -2.47947 2.92233 -2.65027
N -0.83146 3.18637 -4.19839
N -1.98250 1.17064 -4.03374
H -0.39702 2.78448 -5.00711
H -0.39597 3.92256 -3.66731
H -1.86551 0.95443 -5.00670
H -2.43765 0.50547 -3.42295
C 1.71242 0.67613 3.86768
O 2.86241 0.43018 4.23712
N 0.67983 0.78580 4.75994
N 1.37869 0.69132 2.54042
H 0.88700 0.52586 5.70299
H -0.24841 0.94460 4.42306
H 2.07988 0.46116 1.84997
H 0.41604 0.73297 2.25617
C -2.90766 -2.00384 -3.92376
O -2.80976 -1.43468 -2.84692
N -3.27915 -1.38632 -5.08949
N -2.55125 -3.32464 -4.07804
H -3.83002 -0.54554 -5.05420
H -3.08981 -1.73591 -6.00914
H -2.90615 -3.88152 -4.83095
H -1.89235 -3.73495 -3.44108
O 1.40667 -2.43714 -1.18797
H 1.00970 -1.70825 -0.67419
H 2.13780 -2.04495 -1.67557
O 0.72748 -0.35567 -4.17307
H -0.22315 -0.21130 -4.07496
H 1.08880 -0.18514 -3.29253
O -0.78672 4.25395 -0.66685
H 0.08878 3.85487 -0.77910
H -1.35416 3.83591 -1.33832
*
```

**LUMO**: -0.27 eV
**HOMO**: -8.7230 eV
**DFT total energy**: -74623.72729 eV

Atomic partial charges in e from the Mulliken method, atoms 1 to 2: number 1, C, carries 0.048; number 2, C, carries -0.571

---

Record 2
ORCA calculation (wB97M-V/def2-TZVPD) on C18H32BClN5OSSi2Tl as an isolated structure in a non-equilibrium geometry.

The geometry in ORCA input format:
```
! wB97M-V def2-TZVPD RIJCOSX def2/J DEFGRID3
* xyz -2 1
Tl 0.57296 -0.36017 1.60074
N -2.66761 0.72296 4.45575
C -1.44465 0.87518 3.81243
S -0.22322 -0.33218 4.12562
N -1.33978 1.91613 3.04755
N -0.16757 1.94392 2.32648
C 0.11426 3.06683 1.79194
C 1.24038 3.32514 0.90892
C 1.23344 4.52502 0.18350
C 2.21986 4.84846 -0.72993
C 3.26000 3.92336 -0.93107
C 3.31355 2.74663 -0.21903
C 2.32751 2.39422 0.76202
O 2.43239 1.33001 1.45265
H -2.85231 -0.24292 4.67395
H -3.42288 1.14971 3.93431
H -0.56803 3.89822 1.98874
H 0.39906 5.20700 0.33565
H 2.18427 5.77819 -1.28651
H 4.02898 4.13851 -1.66793
H 4.11226 2.03073 -0.38408
Cl 2.57946 -1.83282 2.54311
B -4.70817 -0.70798 1.58833
C -3.12588 -0.74535 1.42510
N -1.97556 -0.77171 1.31752
H -5.04900 -1.62257 2.32646
H -5.20145 -0.84402 0.47831
H -5.02640 0.37127 2.06589
C -0.97165 -5.53690 1.63665
C -0.59637 -4.13283 1.79655
N -0.30365 -3.02996 1.91317
H -1.39915 -5.91446 2.56296
H -0.09253 -6.12592 1.38212
H -1.70930 -5.63086 0.84191
C 0.23048 1.64721 -2.88438
Si -0.65204 0.61279 -1.57393
C -1.79849 1.80547 -0.71195
C -1.84228 -0.51203 -2.50289
C 0.72639 -0.26925 -0.67205
Si 1.59069 -1.72004 -1.44253
C 0.71605 -2.46280 -2.94394
C 3.21909 -1.05466 -2.09860
C 1.95362 -3.23044 -0.41164
H -0.48044 2.27283 -3.44060
H 0.75795 1.00446 -3.60518
H 0.97304 2.30835 -2.41542
H -2.28150 2.42327 -1.47863
H -1.27024 2.46620 -0.03206
H -2.57001 1.29149 -0.13623
H -2.65907 0.09846 -2.90603
H -2.28586 -1.25505 -1.82576
H -1.36961 -1.03487 -3.33211
H 1.52354 0.48205 -0.60574
H 0.69450 -1.77112 -3.79554
H -0.31552 -2.73725 -2.70563
H 1.24664 -3.37275 -3.25280
H 3.03548 -0.19398 -2.75346
H 3.78295 -1.80883 -2.66179
H 3.84235 -0.70736 -1.26419
H 1.02585 -3.77929 -0.20830
H 2.39409 -2.97108 0.55625
H 2.63912 -3.89256 -0.95465
*
```

**LUMO**: 4.35 eV
**HOMO**: -1.7599 eV
**DFT total energy**: -73169.56723 eV

Atomic partial charges in e from the Mulliken method, atoms 1 to 2: number 1, Tl, carries 1.240; number 2, N, carries -0.558

---

Record 3
ORCA calculation (wB97M-V/def2-TZVPD) on a single C6H7NO molecule in a non-equilibrium geometry.

The geometry in ORCA input format:
```
! wB97M-V def2-TZVPD RIJCOSX def2/J DEFGRID3
* xyz 0 1
C -3.26527 -0.55019 -0.40684
C -2.14107 -0.12172 -0.55865
C -0.79426 0.48761 -0.53452
C -0.35386 1.13119 0.79724
C 0.28306 -0.11951 0.28464
C 1.64340 -0.00241 -0.26962
N 2.48715 -1.04030 -0.05593
O 1.97432 0.96486 -0.93067
H -4.21161 -1.00336 -0.31036
H -0.50932 0.94158 -1.48902
H -0.96983 0.98020 1.67961
H 0.18228 2.08948 0.73344
H -0.03839 -1.01500 0.78377
H 3.46297 -0.91883 -0.25636
H 2.25043 -1.82359 0.53326
*
```

**LUMO**: 0.86 eV
**HOMO**: -9.5745 eV
**DFT total energy**: -9870.96390 eV

Atomic partial charges in e from the Mulliken method, atoms 1 to 2: number 1, C, carries 0.304; number 2, C, carries -0.808

---

Record 4
ORCA calculation (wB97M-V/def2-TZVPD) on a single C7H7FO2 molecule in a non-equilibrium geometry.

The geometry in ORCA input format:
```
! wB97M-V def2-TZVPD RIJCOSX def2/J DEFGRID3
* xyz 0 1
C 2.94089 -0.60306 -1.21047
C 1.97305 0.22232 -0.93995
C 0.52764 -0.14150 -0.97038
F 0.25921 -1.47083 -1.21640
C -0.44726 0.73099 -0.64602
C -1.87733 0.18655 -0.41908
O -1.89759 -0.77313 0.55564
C -1.42521 -0.46368 1.83624
C -1.77364 0.50253 2.64849
O -1.76979 1.29187 3.50965
H 3.98880 -0.22696 -1.19894
H 2.69198 -1.59723 -1.31372
H 2.25200 1.18409 -0.56445
H -0.11088 1.77415 -0.60679
H -2.03294 -0.33434 -1.29945
H -2.47697 1.04696 -0.33430
H -0.82197 -1.32871 2.16994
*
```

**LUMO**: 0.04 eV
**HOMO**: -8.7394 eV
**DFT total energy**: -14180.74404 eV

Atomic partial charges in e from the Mulliken method, atoms 1 to 2: number 1, C, carries -0.683; number 2, C, carries -0.445

---

Record 5
ORCA calculation (wB97M-V/def2-TZVPD) on C15H17Br24O8PS as an isolated structure in a non-equilibrium geometry.

The geometry in ORCA input format:
```
! wB97M-V def2-TZVPD RIJCOSX def2/J DEFGRID3
* xyz 0 1
O -0.62036 3.23561 3.91679
C -1.23898 3.08058 2.85883
O -2.66511 3.02949 2.81464
C -2.98389 2.75569 1.45901
O -4.05948 2.51035 0.90166
C -1.69794 2.71445 0.52208
P -1.77565 2.45288 -1.35137
O -0.71113 3.55415 -2.11201
O -1.36356 0.81970 -1.77818
C -0.61062 2.91269 1.41558
C 0.94012 2.90911 0.96621
C 1.15231 1.55920 0.12907
C 2.62600 0.94548 0.22072
S 2.78415 -0.22883 -1.23888
O 4.08827 -0.96157 -1.23979
O 2.67738 0.64688 -2.47871
O 1.49131 -1.30502 -1.21352
H -0.72247 3.37455 -3.09428
H -0.54829 0.88856 -2.34713
H 1.20761 3.86119 0.37921
H 1.55429 2.86027 1.93509
H 0.42330 0.78767 0.55700
H 0.93177 1.76750 -0.96730
H 2.75500 0.27009 1.14140
H 3.42432 1.75174 0.16777
H 0.72722 -0.93100 -1.71702
C -0.53608 1.06116 7.07189
Br -2.17683 0.42013 7.88186
Br 0.51705 2.11422 8.31285
Br 0.49833 -0.38556 6.29695
H -0.82103 1.72235 6.25503
C -0.38395 -4.20904 -2.73277
Br -1.31254 -2.51552 -2.91380
Br 1.32450 -4.19524 -3.64773
Br -0.20426 -4.73703 -0.87584
H -0.99974 -4.96232 -3.21990
C -1.35040 4.56411 11.66512
Br -1.44376 5.58121 10.01689
Br -2.15495 2.81066 11.47490
Br 0.46340 4.45408 12.34220
H -1.93513 5.10450 12.40661
C 2.31599 3.76330 -4.64156
Br 0.83097 2.53272 -4.43486
Br 2.11452 4.87472 -6.21639
Br 2.60129 4.82175 -3.04257
H 3.20955 3.15947 -4.78837
C 2.24613 -5.54209 -7.77623
Br 2.53926 -3.65687 -7.43232
Br 3.34293 -6.66188 -6.63441
Br 0.36799 -6.01148 -7.65719
H 2.55752 -5.73111 -8.80150
C -2.77055 -8.10728 -6.23495
Br -4.22196 -9.36729 -5.98359
Br -3.01510 -7.03722 -7.83372
Br -2.49517 -7.00387 -4.66394
H -1.86298 -8.69068 -6.37775
C 4.17781 -0.60575 5.17996
Br 4.06920 0.41860 3.53765
Br 3.39298 -2.36663 4.98120
Br 5.99094 -0.69431 5.85941
H 3.58435 -0.07560 5.92298
C -5.30052 0.04289 -2.70504
Br -3.85154 1.01735 -1.84453
Br -4.63186 -1.48041 -3.70452
Br -6.68542 -0.46924 -1.44409
H -5.75936 0.71948 -3.42358
*
```

**LUMO**: -1.78 eV
**HOMO**: -8.5431 eV
**DFT total energy**: -1733347.61955 eV

Atomic partial charges in e from the Mulliken method, atoms 1 to 2: number 1, O, carries -0.547; number 2, C, carries 0.256